{"formula": "C3H6O2", "method": "the ωB97M-V functional and the def2-TZVPD basis", "gap_ev": 11.43, "homo_ha": -0.38517, "multiplicity": 1, "charge": 0, "total_energy_ev": -7302.075, "elements": ["O", "O", "C", "C", "C", "H", "H", "H", "H", "H", "H"], "xyz": [[1.535059, -0.644660, -0.290629], [0.399099, 1.106627, -1.187257], [-1.039018, -0.137035, 1.665374], [1.344031, 0.129607, -1.184563], [-2.108938, -0.538896, 1.003264], [-0.115071, 0.189251, 1.215597], [-0.950717, -0.287459, 2.733467], [-2.198853, -0.389974, -0.075345], [-0.251430, 0.918630, -0.480710], [1.716119, -0.071448, -2.187871], [-3.022716, -0.932791, 1.432373]], "forces_ev_per_angstrom": [[0.26, 0.55, 0.17], [0.20, -0.37, -0.02], [0.07, -0.70, 0.61], [-1.53, -1.12, -0.06], [-0.36, 0.57, -0.85], [-0.07, 0.13, -0.16], [-0.18, 0.10, 0.12], [0.22, -0.17, 0.12], [0.54, 0.27, -0.08], [0.59, 0.73, -0.23], [0.25, -0.02, 0.38]]}